1.
Molecular formula: C24H44P2W
Method: DFT, ωB97M-V/def2-TZVPD

Geometry as XYZ:
```
71
C24H44P2W | OMol25 | ωB97M-V/def2-TZVPD
W -0.1582 0.3551 1.0316
C -1.0195 2.5447 1.2899
C -2.0010 1.4895 1.1594
C -0.8615 1.2136 3.1765
C -0.3283 2.3579 2.5287
C -1.9187 0.6750 2.3539
C -0.9994 3.8260 0.5233
H -1.6273 3.7854 -0.3663
H 0.0184 4.1264 0.2401
H -1.4072 4.6306 1.1526
C 0.6774 3.3050 3.0854
H 1.3083 3.7485 2.3079
H 1.3294 2.8280 3.8229
H 0.1892 4.1451 3.5981
C -0.5204 0.7279 4.5465
H -1.2157 1.1315 5.2958
H 0.4824 1.0427 4.8487
H -0.5785 -0.3642 4.6227
C -2.9264 -0.3343 2.8052
H -3.5613 0.1103 3.5875
H -2.4480 -1.2256 3.2362
H -3.5891 -0.6314 1.9864
C -3.1068 1.4211 0.1565
H -4.0398 1.8207 0.5867
H -3.3013 0.3825 -0.1447
H -2.8800 2.0184 -0.7334
C 2.2830 -0.8691 -2.4268
C 1.4787 -0.0973 -3.2052
C 0.5496 -0.6885 -4.2368
C -0.2071 -1.9681 -3.7801
C -0.4856 -2.1213 -2.3038
C 0.2971 -2.8782 -1.4857
C 1.6924 -3.3079 -1.8580
C 2.5374 -2.3020 -2.6972
H 1.1145 -0.9547 -5.1553
H 0.3575 -2.8435 -4.1463
H -0.1765 0.0838 -4.5621
H 2.4163 -2.5360 -3.7658
H 2.9987 -0.4261 -1.7331
H 1.6557 0.9799 -3.3450
H 3.5814 -2.5193 -2.4385
H 2.2309 -3.5235 -0.9231
H -0.1447 -3.5743 -0.7537
H 1.6812 -4.2650 -2.4146
H -1.1747 -1.9719 -4.3070
H -1.4768 -1.7770 -1.9872
P 0.9209 1.7535 -0.9014
C 2.7255 2.0827 -1.0757
C -0.2694 2.1181 -2.2687
P -0.6308 -2.0106 1.1062
C 0.6619 -0.0222 -0.7637
C -2.2293 -2.6490 0.4983
C 0.5647 -3.2334 1.6692
H 3.2402 1.7902 -0.1520
H 2.8382 3.1700 -1.1619
H 3.2426 1.6017 -1.9089
H -0.5218 1.2565 -2.8929
H 0.1318 2.9134 -2.9007
H -1.1926 2.4632 -1.8074
H 1.0647 -3.7083 0.8271
H 0.1222 -3.9899 2.3292
H 1.3527 -2.7177 2.2247
H 1.4989 -0.5944 -0.3689
H -0.1199 -0.4023 -1.4395
H -2.9226 -2.8708 1.3214
H -2.1068 -3.5266 -0.1440
H -2.7099 -1.8736 -0.1142
C 1.6724 0.2228 2.0334
H 2.4115 -0.4069 1.5212
H 1.4619 -0.1802 3.0376
H 2.0671 1.2435 2.1587
```

Properties
Multiplicity: 3
E, eV: -45984.21229
Orbital gap (spin up / spin down), eV: 6.03 / 5.80
Strongest force on any atom, eV/Å: 3.08
Total charge: +2
⟨S²⟩: 2.019

Results of the Löwdin charge analysis, in e, for atoms 1 through 6: 1.29, -0.31, -0.36, -0.28, -0.26, -0.36

---

2.
Molecular formula: C24H45BF4NO14PS3
Method: DFT, ωB97M-V/def2-TZVPD

Geometry as XYZ:
```
93
C24H45BF4NO14PS3 | OMol25 | ωB97M-V/def2-TZVPD
N 0.8979 0.4961 -0.0403
H -0.0187 0.1766 -0.3248
H 1.6425 -0.2214 -0.0803
H 0.9654 1.0784 0.8003
H 1.1355 1.2277 -0.7609
C 2.5123 4.2646 -2.6623
C 1.8380 3.1493 -2.0922
C 0.5061 2.7161 -2.8157
O -0.0257 1.6245 -2.5399
C -0.1097 3.7033 -3.6329
C 0.5770 4.7770 -4.2017
C 1.9971 5.0699 -3.6834
O 2.6723 6.0758 -4.0254
O 0.0517 5.3727 -5.1812
O 2.4301 2.3106 -1.3641
H 3.4636 4.5247 -2.2144
H -1.1450 3.5979 -3.9299
B 2.4204 -2.3423 -1.3070
F 3.0978 -2.1266 -2.5243
F 1.0621 -2.0815 -1.5218
F 2.6640 -3.6276 -0.8479
F 2.9330 -1.4613 -0.3070
C 5.3358 1.7795 1.8454
C 6.8156 1.6718 2.2786
C 6.8716 0.7652 3.4941
S 5.2657 -0.0962 3.5656
O 4.5074 0.6335 4.5827
O 5.5057 -1.5155 3.6809
C 4.6373 0.4085 1.9674
H 5.1877 2.1921 0.8449
H 4.9088 2.6069 2.4188
H 7.0911 2.6973 2.5233
H 7.3897 1.3149 1.4257
H 7.0786 1.0854 4.5098
H 7.4282 -0.1479 3.2665
H 3.5554 0.3481 1.9129
H 5.1328 -0.3241 1.3264
C 2.0051 2.5817 6.0366
C 1.7403 3.9464 5.3734
C 1.9448 3.7450 3.9126
S 0.9928 2.2675 3.5452
O 1.5090 1.5641 2.3805
O -0.4161 2.6685 3.5641
C 1.3811 1.4687 5.1748
H 1.5335 2.4779 7.0132
H 3.0900 2.5104 6.0871
H 2.4173 4.7347 5.7123
H 0.7603 4.3559 5.6289
H 2.9859 3.4969 3.6934
H 1.5748 4.4453 3.1641
H 2.0861 0.6410 5.0885
H 0.4580 0.9579 5.4466
C -3.5593 -0.4318 4.8713
C -4.0997 -1.4342 3.8134
C -2.9531 -1.7320 2.8498
S -1.7187 -0.3716 2.9039
O -1.7253 0.3860 1.7012
O -0.4859 -0.9283 3.4545
C -2.5823 0.5287 4.2309
H -2.9597 -0.9071 5.6628
H -4.2921 -0.0628 5.5940
H -5.0727 -1.0167 3.5654
H -4.2239 -2.3308 4.4231
H -3.3092 -2.1034 1.8888
H -2.4466 -2.6174 3.2364
H -2.9720 1.4286 3.7505
H -1.8498 0.9318 4.9275
C -2.2107 -2.9503 -2.0406
C -1.7790 -3.6149 -3.3385
O -1.6596 -2.7754 -4.4992
P -2.8933 -2.3497 -5.4056
O -2.4228 -1.5890 -6.5834
O -3.6318 -3.7414 -5.6952
C -3.9221 -4.2084 -7.0210
C -4.1321 -5.6981 -7.0726
O -3.8847 -1.5587 -4.4270
C -5.2529 -1.3614 -4.7704
C -6.0444 -2.0164 -3.6111
H -1.4953 -2.1773 -1.7506
H -3.1444 -2.4111 -2.2234
H -2.2812 -3.5831 -1.1567
H -0.7706 -3.9830 -3.1540
H -2.4266 -4.4583 -3.5854
H -4.8079 -3.6490 -7.3298
H -3.1552 -3.9566 -7.7556
H -3.3290 -6.1687 -6.5013
H -5.1382 -5.9020 -6.7127
H -3.9119 -6.0447 -8.0821
H -5.3118 -0.2763 -4.8445
H -5.4812 -1.8952 -5.6954
H -5.7527 -1.6459 -2.6287
H -7.1248 -1.8052 -3.6240
H -6.1280 -3.1045 -3.5719
```

Properties
Multiplicity: 1
E, eV: -109120.91962
Orbital gap, eV: 3.37
Strongest force on any atom, eV/Å: 3.48
Total charge: -2

Results of the Löwdin charge analysis, in e, for atoms 1 through 6: 0.27, 0.10, 0.09, 0.06, 0.07, -0.04

---

3.
Molecular formula: C24H45Br4NO4
Method: DFT, ωB97M-V/def2-TZVPD

Geometry as XYZ:
```
78
C24H45Br4NO4 | OMol25 | ωB97M-V/def2-TZVPD
C -2.4862 -0.0409 1.1083
C -2.4049 0.0171 -0.3119
C -1.2800 -0.6194 -0.7241
N -0.5816 -1.0001 0.3915
C -1.3051 -0.6520 1.5082
H -3.2128 0.3419 1.8018
H -3.1763 0.4498 -0.9274
H -0.8417 -0.7871 -1.6949
H 0.2264 -1.5905 0.4221
H -0.8266 -0.9434 2.4326
C 2.3209 -0.6549 -2.4617
C 1.9801 -2.1421 -2.6165
C 3.3434 -2.7302 -2.8967
O 3.8985 -1.8403 -3.8546
C 3.5081 -0.5207 -3.4645
H 2.5961 -0.3240 -1.4612
H 1.4464 -0.0722 -2.7512
H 1.3590 -2.2867 -3.5001
H 1.5189 -2.5715 -1.7237
H 3.3748 -3.7367 -3.3139
H 3.9366 -2.7575 -1.9701
H 3.1547 0.0754 -4.3049
H 4.3656 -0.0153 -3.0211
C 0.4917 -4.3004 1.0603
C 1.3071 -4.9987 -0.0192
C 0.3356 -6.0450 -0.4815
O -0.9091 -5.3565 -0.5742
C -0.9498 -4.4798 0.5928
H 0.8202 -3.2610 1.1461
H 0.6811 -4.7092 2.0529
H 2.2638 -5.4144 0.2872
H 1.3889 -4.3555 -0.9011
H 0.2800 -6.9014 0.2073
H 0.5340 -6.4277 -1.4852
H -1.4671 -5.1442 1.2996
H -1.5773 -3.6025 0.4619
C -3.1654 3.0886 -4.1625
C -2.5623 2.1098 -3.1612
C -1.0915 2.1836 -3.5712
O -0.8893 3.5585 -3.8781
C -2.0984 4.1839 -4.3517
H -4.1190 3.5260 -3.8633
H -3.3116 2.5843 -5.1215
H -2.9906 1.1192 -3.2922
H -2.6690 2.5390 -2.1637
H -0.8909 1.5216 -4.4269
H -0.3096 1.9417 -2.8488
H -1.9394 4.3692 -5.4112
H -2.3015 5.0082 -3.6717
C 3.2766 -0.0043 1.9936
C 3.4037 -0.3028 3.4763
C 2.5109 -1.5599 3.7030
O 1.9401 -1.8119 2.4376
C 1.8841 -0.5757 1.7046
H 4.0456 -0.5199 1.4154
H 3.4546 1.0625 1.8562
H 3.0090 0.5376 4.0520
H 4.4098 -0.4976 3.8474
H 1.7718 -1.2987 4.4656
H 3.1328 -2.4043 3.9918
H 1.0598 0.0843 1.9959
H 1.6437 -0.9718 0.7165
Br -2.6418 2.5770 3.6076
C -3.1815 4.2147 4.6155
C -3.4365 3.8887 6.0709
Br -4.0641 5.5328 6.9908
H -4.0296 4.6864 4.1307
H -2.3354 4.8915 4.5373
H -2.5255 3.6575 6.6069
H -4.2281 3.1635 6.2094
Br 1.4417 2.2958 -0.1654
C -0.2948 2.8748 0.6076
C -0.9376 3.9216 -0.2948
Br -2.5277 4.6883 0.5439
H -0.1738 3.3307 1.5907
H -0.9841 2.0431 0.7487
H -1.1500 3.4483 -1.2570
H -0.2487 4.7119 -0.5878
```

Properties
Multiplicity: 1
SMILES: c1cc[nH]c1.C1CCOC1.C1CCOC1.C1CCOC1.C1CCOC1.BrCCBr.BrCCBr
E, eV: -315465.15531
Orbital gap, eV: 8.98
Strongest force on any atom, eV/Å: 2.35

Results of the Löwdin charge analysis, in e, for atoms 1 through 6: -0.11, -0.12, -0.12, 0.01, -0.13, 0.05

---

4.
Molecular formula: C24H45FP2Ti
Method: DFT, ωB97M-V/def2-TZVPD

Geometry as XYZ:
```
73
C24H45FP2Ti | OMol25 | ωB97M-V/def2-TZVPD
Ti -0.1631 -0.8599 -2.0325
C 1.5156 -3.2914 -2.0285
C 0.6649 -3.0629 -0.9100
C -0.6168 -2.8256 -2.8530
C 0.7710 -3.0654 -3.2094
C -0.6825 -2.8771 -1.3991
C 2.9425 -3.7164 -1.9677
H 3.3342 -3.7217 -0.9404
H 3.5988 -3.0575 -2.5519
H 3.0852 -4.7285 -2.3774
C 1.2703 -3.1862 -4.5948
H 2.1408 -3.8472 -4.6185
H 1.5729 -2.2285 -5.0442
H 0.4642 -3.6002 -5.2102
C -1.7396 -2.8946 -3.8067
H -1.5576 -3.7265 -4.5101
H -1.8617 -1.9970 -4.4441
H -2.6888 -3.0396 -3.2911
C -1.8800 -2.8344 -0.5231
H -1.7464 -3.5806 0.2760
H -2.7814 -3.0699 -1.0877
H -2.0415 -1.8689 -0.0053
C 1.0211 -3.2360 0.5154
H 0.9945 -4.2869 0.8504
H 0.3297 -2.6682 1.1468
H 2.0330 -2.8680 0.7100
C 1.1081 3.8430 0.4506
C 1.7899 3.1317 1.3592
C 1.3767 2.7338 2.7354
C -0.0719 3.0604 3.1941
C -1.1483 2.2491 2.5562
C -1.7708 2.4497 1.3900
C -1.4134 3.4397 0.3221
C -0.2578 4.4506 0.5693
H 2.0621 3.2531 3.4361
H -0.2390 4.1375 3.1151
H 1.5253 1.6536 2.8983
H -0.4047 4.9811 1.5216
H 1.5974 4.0364 -0.5172
H 2.8284 2.8812 1.1514
H -0.3046 5.1895 -0.2618
H -1.1540 2.8727 -0.5818
H -2.6428 1.8171 1.1261
H -2.2991 4.0310 0.0464
H -0.0942 2.8347 4.2718
H -1.5098 1.4191 3.1748
P 1.9955 0.0054 -2.5293
C 3.4518 -0.5155 -3.5163
H 3.9183 0.4162 -3.8630
H 3.1721 -1.1160 -4.3894
H 4.1772 -1.0698 -2.9068
C 1.6528 1.6235 -3.3099
H 2.5824 1.9551 -3.7735
H 1.3131 2.3541 -2.5683
H 0.8864 1.5174 -4.0906
C 2.9776 0.5259 -1.0576
H 3.7492 1.2240 -1.4109
H 3.4695 -0.3581 -0.6235
H 2.3642 1.0112 -0.2879
P -2.3072 0.1905 -2.6879
C -3.8114 -0.6665 -2.0346
H -4.7033 -0.1749 -2.4426
H -3.8385 -0.5749 -0.9421
H -3.8650 -1.7265 -2.2907
C -2.8729 1.8329 -2.1135
H -3.8506 2.0787 -2.5551
H -2.1661 2.6156 -2.4038
H -2.9916 1.8462 -1.0238
C -2.7904 0.4091 -4.4570
H -3.7661 0.9138 -4.5037
H -2.8755 -0.5443 -4.9898
H -2.0422 1.0306 -4.9666
F -0.1518 -0.1309 -0.3190
```

Properties
Multiplicity: 1
E, eV: -70014.05526
Orbital gap (spin up / spin down), eV: 5.38 / 5.38
Strongest force on any atom, eV/Å: 3.92
Total charge: +2

Results of the Löwdin charge analysis, in e, for atoms 1 through 6: 0.83, -0.17, -0.20, -0.35, -0.22, -0.32

---

5.
Molecular formula: C24H45FeO24
Method: DFT, ωB97M-V/def2-TZVPD

Geometry as XYZ:
```
94
C24H45FeO24 | OMol25 | ωB97M-V/def2-TZVPD
Fe -0.0823 2.3635 1.6773
C -1.2087 2.7716 -2.0845
C -0.7816 2.9387 -0.6739
O 0.4348 2.8079 -0.3159
O -1.5966 3.0926 0.2794
H -1.8856 1.9219 -2.1713
H -0.3645 2.6943 -2.7613
H -1.7790 3.6652 -2.3542
C 0.7776 -1.4926 0.7681
C 0.4303 -0.1178 1.2364
O 1.2903 0.7702 1.4920
O -0.7784 0.2446 1.3046
H 0.9767 -2.1366 1.6246
H 1.6096 -1.4839 0.0707
H -0.1135 -1.8492 0.2572
C 1.6149 5.7256 2.9992
C 0.9731 4.4281 2.6694
O -0.2901 4.2768 2.6496
O 1.6364 3.4416 2.2417
H 1.2190 6.5618 2.4258
H 2.6850 5.6963 2.8015
H 1.4721 5.9707 4.0541
C -3.7015 0.3941 -0.0680
O -3.7439 -0.8848 -0.6933
C -4.0106 -0.8812 -1.9999
O -3.8969 0.0297 -2.7743
O -4.4541 -2.0988 -2.3164
C -4.8055 -2.2824 -3.7055
H -4.3195 1.1676 -0.5262
H -2.6898 0.7841 -0.0131
H -4.0951 0.2669 0.9368
H -5.1327 -3.3119 -3.7870
H -3.9092 -2.1064 -4.2970
H -5.6028 -1.5892 -3.9579
C 5.1953 -2.3797 -3.5059
O 4.7727 -2.9964 -2.2792
C 4.7756 -2.1992 -1.2155
O 5.1003 -1.0417 -1.2033
O 4.3192 -2.8967 -0.1724
C 4.3790 -2.2320 1.0897
H 4.9680 -3.1047 -4.2813
H 6.2728 -2.2239 -3.4655
H 4.6689 -1.4449 -3.6812
H 4.5327 -2.9572 1.8837
H 3.4875 -1.6217 1.1994
H 5.2506 -1.5762 1.1476
C 2.1173 -0.2253 -7.1710
O 1.2575 -0.4252 -6.0580
C 1.8301 -0.3971 -4.8655
O 3.0024 -0.2118 -4.6567
O 0.8924 -0.5999 -3.9441
C 1.3026 -0.6330 -2.5842
H 1.5285 -0.3988 -8.0637
H 2.9824 -0.8882 -7.1695
H 2.4982 0.7973 -7.1432
H 2.2426 -0.1087 -2.3951
H 1.4543 -1.6326 -2.1770
H 0.5377 -0.0735 -2.0474
C 2.3302 0.3127 4.4493
O 1.1743 0.3994 5.2906
C 0.2246 1.2415 4.9491
O 0.1164 1.7798 3.8770
O -0.6319 1.3819 5.9541
C -1.4422 2.5513 5.9209
H 3.1580 0.0785 5.1138
H 2.4837 1.2592 3.9377
H 2.2184 -0.5134 3.7513
H -1.5217 2.9670 6.9255
H -2.4603 2.3278 5.6012
H -1.0099 3.3126 5.2735
C -1.3139 -2.9760 -2.1059
O -0.1598 -3.7661 -1.7491
C -0.3032 -4.5779 -0.7019
O -1.2204 -4.5742 0.0695
O 0.7257 -5.4168 -0.5713
C 1.8591 -5.3191 -1.4183
H -2.1238 -3.6274 -2.4385
H -1.0101 -2.3718 -2.9535
H -1.6389 -2.4701 -1.1998
H 2.1969 -4.2944 -1.5678
H 1.6799 -5.7978 -2.3816
H 2.6750 -5.8419 -0.9232
C -3.0865 -0.1421 3.8542
O -3.9807 0.8715 3.3738
C -3.4133 1.9335 2.8301
O -2.2358 2.1650 2.7431
O -4.3643 2.7469 2.3749
C -3.9504 4.0586 1.9616
H -2.9260 -0.0001 4.9246
H -2.1255 -0.0869 3.3490
H -3.5779 -1.0964 3.6989
H -3.9948 4.1077 0.8774
H -2.9412 4.3134 2.2720
H -4.6564 4.7563 2.4081
```

Properties
Multiplicity: 6
E, eV: -109147.80114
Orbital gap (spin up / spin down), eV: 10.59 / 9.11
Strongest force on any atom, eV/Å: 1.80
⟨S²⟩: 8.756

Results of the Löwdin charge analysis, in e, for atoms 1 through 6: 1.19, 0.03, -0.63, -0.03, -0.05, 0.08

---

6.
Molecular formula: C24H45N3O5S2
Method: DFT, ωB97M-V/def2-TZVPD

Geometry as XYZ:
```
79
C24H45N3O5S2 | OMol25 | ωB97M-V/def2-TZVPD
O -4.9657 2.1629 0.0551
N -4.7452 1.0882 0.6198
O -3.4408 1.1667 0.9613
C -2.6591 0.4546 -0.0619
C -1.7580 1.3213 -1.1439
C -1.0340 0.0647 -1.9093
O -0.6132 0.1464 -3.1762
N -0.9997 -1.1203 -0.9272
C -1.7910 -0.8763 0.3405
C -1.0420 -0.9606 1.8041
C -0.4004 0.5059 2.2883
C 0.9418 0.7255 1.3731
C 1.6718 2.1826 1.5442
C 1.3362 3.2756 0.3715
C 1.8631 2.8820 -1.1278
C 2.9611 1.6683 -1.1915
C 3.8409 1.6233 -2.5985
C 4.8308 0.2839 -2.4734
C 4.5049 -0.8721 -3.5939
C 5.8376 -1.0510 -4.5814
C 5.3182 -1.8189 -5.9342
N 4.4642 -0.8592 -6.7346
C 3.4167 -1.5643 -7.5680
C 2.5713 -0.3989 -8.3751
C 3.2874 1.0328 -7.9281
C 4.4729 0.6489 -6.8621
H -3.5196 0.0196 -0.7656
H -2.4267 2.0105 -1.8126
H -1.0485 1.9236 -0.4286
H -1.6819 -1.7558 -1.4406
H -2.6160 -1.7248 0.4214
H -0.0892 -1.6568 1.6401
H -1.6755 -1.4801 2.6428
H -0.1188 0.3424 3.4357
H -1.1784 1.3797 2.2506
H 1.7324 -0.1034 1.6651
H 0.6629 0.5968 0.2412
H 1.2949 2.6564 2.5665
H 2.8488 2.0396 1.6800
H 1.8892 4.2874 0.6779
H 0.1914 3.5687 0.2865
H 0.9402 2.6732 -1.8538
H 2.3843 3.8523 -1.5771
H 2.3371 0.6524 -1.1866
H 3.6976 1.6086 -0.2844
H 3.1464 1.4376 -3.5272
H 4.4423 2.6229 -2.7265
H 4.6147 -0.2155 -1.4133
H 5.9777 0.6000 -2.4299
H 4.2780 -1.9375 -3.1065
H 3.5456 -0.6284 -4.2478
H 6.6607 -1.6690 -3.9812
H 6.2733 0.0333 -4.7901
H 4.6188 -2.7035 -5.5796
H 6.2143 -2.2943 -6.5519
H 3.2043 -2.7252 -7.6568
H 1.6518 -0.5391 -9.1098
H 3.0422 2.1379 -8.2640
H 5.1940 1.3702 -6.2834
C -5.0556 -2.6964 3.4936
S -3.6111 -2.8534 4.5708
O -2.4559 -3.2843 3.7163
C -4.2031 -4.3131 5.4607
H -4.8921 -1.8583 2.8122
H -5.1911 -3.6130 2.9140
H -5.9434 -2.5014 4.0998
H -4.3915 -5.1281 4.7579
H -5.1194 -4.0641 6.0010
H -3.4352 -4.6206 6.1744
C -3.6485 0.6787 7.5065
S -5.1003 -0.2525 6.9618
O -5.2351 -0.0524 5.4812
C -6.3172 0.8164 7.7677
H -2.7561 0.2100 7.0850
H -3.7142 1.7120 7.1566
H -3.5880 0.6552 8.5971
H -6.2158 1.8406 7.4011
H -6.1675 0.7884 8.8496
H -7.3172 0.4447 7.5318
```

Properties
Multiplicity: 1
E, eV: -61977.76099
Orbital gap, eV: 6.96
Strongest force on any atom, eV/Å: 8.51

Results of the Löwdin charge analysis, in e, for atoms 1 through 6: 0.04, -0.02, -0.14, -0.24, -0.02, -0.26